A cluster of 12 separate species, C61H60FN11 in total in a non-equilibrium geometry. Source: the OMol25 dataset; level of theory: ωB97M-V/def2-TZVPD.

XYZ file:
```
133
Properties=species:S:1:pos:R:3:lowdin_charge:R:1
F 4.259 -2.540 -0.144 0.09
C 4.632 -3.049 1.004 -0.31
C 4.212 -2.432 2.159 -0.01
C 4.643 -2.952 3.373 -0.06
C 5.526 -4.055 3.429 -0.09
C 5.892 -4.718 2.297 -0.11
C 5.391 -4.223 1.122 -0.05
H 3.579 -1.561 2.241 0.10
H 4.373 -2.439 4.284 0.09
H 5.841 -4.431 4.392 0.10
H 6.495 -5.613 2.349 0.11
H 5.538 -4.788 0.214 0.12
C -4.197 1.100 2.135 -0.07
C -3.295 0.054 1.969 -0.09
C -2.229 -0.111 2.883 -0.14
N -1.975 0.766 3.888 0.07
C -2.899 1.749 4.067 -0.15
C -4.015 1.957 3.240 -0.07
H -5.108 1.133 1.557 0.10
H -3.449 -0.645 1.159 0.07
H -1.534 -0.919 2.705 0.09
H -2.662 2.438 4.864 0.09
H -4.757 2.730 3.370 0.10
C 1.968 -3.377 -3.810 -0.11
C 1.628 -4.686 -3.848 -0.09
C 2.624 -5.620 -3.611 -0.14
N 3.926 -5.260 -3.340 0.05
C 4.276 -3.945 -3.410 -0.13
C 3.285 -2.968 -3.585 -0.07
H 1.180 -2.690 -4.081 0.10
H 0.621 -5.016 -4.057 0.11
H 2.421 -6.680 -3.668 0.09
H 5.296 -3.688 -3.167 0.10
H 3.566 -1.931 -3.695 0.10
C -2.836 4.701 1.699 -0.09
C -2.124 4.860 2.909 -0.07
C -2.592 5.848 3.776 -0.16
N -3.708 6.575 3.601 0.05
C -4.394 6.380 2.430 -0.12
C -4.012 5.409 1.478 -0.07
H -2.481 3.892 1.079 0.09
H -1.197 4.334 3.084 0.10
H -2.189 5.990 4.768 0.10
H -5.350 6.879 2.366 0.09
H -4.661 5.286 0.623 0.10
C 5.213 3.600 1.913 -0.07
C 4.871 4.672 1.073 -0.07
C 4.418 4.350 -0.181 -0.16
N 4.441 3.106 -0.723 0.07
C 4.769 2.097 0.127 -0.16
C 5.094 2.276 1.453 -0.08
H 5.461 3.767 2.951 0.10
H 4.969 5.721 1.310 0.10
H 4.093 5.175 -0.797 0.10
H 4.773 1.120 -0.334 0.09
H 5.408 1.472 2.102 0.10
C -5.151 -2.995 1.314 -0.12
C -3.835 -3.144 1.423 -0.11
C -3.028 -3.370 0.265 -0.13
N -3.556 -3.414 -0.968 0.06
C -4.923 -3.302 -1.060 -0.13
C -5.765 -3.053 0.060 -0.05
H -5.647 -2.841 2.261 0.11
H -3.422 -3.106 2.420 0.11
H -1.969 -3.546 0.384 0.07
H -5.330 -3.437 -2.051 0.09
H -6.833 -2.994 -0.089 0.09
C -3.805 0.363 -3.027 -0.09
C -3.984 1.086 -4.194 -0.06
C -5.151 1.874 -4.349 -0.15
N -6.111 1.895 -3.404 0.04
C -5.946 1.175 -2.265 -0.13
C -4.781 0.435 -2.059 -0.08
H -2.869 -0.158 -2.894 0.09
H -3.154 0.995 -4.879 0.09
H -5.268 2.495 -5.225 0.10
H -6.760 1.190 -1.556 0.10
H -4.645 -0.167 -1.173 0.08
C 1.610 -0.251 -0.439 -0.06
C 0.733 0.713 0.061 -0.10
C -0.624 0.455 0.051 -0.16
N -1.180 -0.620 -0.576 0.10
C -0.290 -1.517 -1.123 -0.15
C 1.103 -1.372 -1.092 -0.06
H 2.671 -0.103 -0.309 0.09
H 1.222 1.594 0.449 0.09
H -1.218 1.242 0.493 0.09
H -0.736 -2.447 -1.442 0.09
H 1.651 -2.174 -1.564 0.08
C 2.941 1.339 4.217 -0.08
C 1.999 0.819 3.364 -0.07
C 1.458 -0.427 3.674 -0.16
N 1.729 -1.098 4.793 0.06
C 2.631 -0.612 5.636 -0.16
C 3.217 0.644 5.399 -0.06
H 3.517 2.218 3.968 0.09
H 1.623 1.346 2.499 0.08
H 0.778 -0.915 2.991 0.09
H 2.840 -1.177 6.532 0.10
H 3.980 0.949 6.100 0.09
C 2.436 -6.618 -0.079 -0.08
C 1.242 -6.549 -0.759 -0.09
C 0.366 -5.478 -0.420 -0.10
N 0.535 -4.752 0.775 0.05
C 1.645 -4.972 1.497 -0.16
C 2.629 -5.904 1.145 -0.05
H 3.205 -7.290 -0.429 0.10
H 1.108 -7.208 -1.605 0.09
H -0.494 -5.212 -1.017 0.09
H 1.653 -4.404 2.415 0.10
H 3.523 -6.122 1.711 0.09
C 0.146 2.753 -4.374 -0.05
C 0.245 1.626 -3.584 -0.09
C 0.031 0.378 -4.100 -0.16
N -0.332 0.225 -5.381 0.04
C -0.350 1.300 -6.254 -0.13
C -0.136 2.581 -5.760 -0.07
H 0.220 3.741 -3.946 0.10
H 0.462 1.650 -2.526 0.08
H -0.167 -0.501 -3.505 0.08
H -0.520 1.078 -7.297 0.10
H -0.211 3.425 -6.429 0.09
C -2.606 5.600 -1.977 -0.07
C -2.865 4.197 -2.228 -0.01
C -1.885 3.314 -1.720 -0.17
N -0.726 3.701 -1.180 0.06
C -0.558 4.997 -0.966 -0.17
C -1.436 6.034 -1.344 -0.06
H -3.297 6.347 -2.339 0.10
H -3.735 3.888 -2.788 0.08
H -1.921 2.239 -1.810 0.08
H 0.320 5.221 -0.379 0.10
H -1.265 7.027 -0.956 0.10
```

- SMILES = Fc1ccccc1.c1ccncc1.c1ccncc1.c1ccncc1.c1ccncc1.c1ccncc1.c1ccncc1.c1ccncc1.c1ccncc1.c1ccncc1.c1ccncc1.c1ccncc1
- frontier orbital gap (eV) = 9.47
- LUMO (eV) = 0.451

***

A structure of composition C4H8INO4 in a non-equilibrium geometry. Source: the OMol25 dataset; level of theory: ωB97M-V/def2-TZVPD.

XYZ file:
```
18
Properties=species:S:1:pos:R:3:lowdin_charge:R:1
C 1.363 0.271 -0.193 -0.01
C -1.060 -1.007 1.764 -0.28
C -0.138 0.397 -0.376 -0.47
C -1.269 -0.391 0.374 -0.48
N -2.451 -2.576 -1.488 -0.17
O -1.669 -2.777 -2.350 0.01
O -2.166 -1.822 -0.503 -0.24
O 0.212 -0.876 2.348 -0.06
O -0.536 0.314 -1.767 -0.12
I -3.010 0.840 0.136 1.04
H 1.786 1.085 -0.675 0.07
H 1.525 0.198 0.822 0.03
H 1.833 -0.681 -0.545 0.12
H -1.896 -0.678 2.481 0.12
H -1.107 -2.146 1.592 0.16
H -0.471 1.419 -0.033 0.10
H 0.526 0.032 2.276 0.08
H -0.629 -0.640 -2.084 0.10
```

- frontier orbital gap (alpha / beta) (eV) = 8.43 / 8.43
- LUMO (alpha / beta) (eV) = -0.923 / -0.923

***

A structure of composition C3H6ClNO in a non-equilibrium geometry. Source: the OMol25 dataset; level of theory: ωB97M-V/def2-TZVPD.

XYZ file:
```
12
Properties=species:S:1:pos:R:3:lowdin_charge:R:1
C -0.678 1.544 -0.178 -0.12
C 0.156 0.192 0.110 -0.43
C -0.536 -1.184 0.426 -0.58
H -1.330 1.162 -1.053 0.01
H -1.659 1.828 0.762 0.17
H 0.025 2.435 -0.443 0.08
H 0.177 -1.893 0.282 0.03
H -0.666 -1.222 1.546 0.11
H 3.149 -0.954 -0.335 0.26
N 1.392 0.171 -0.215 -0.02
O 1.929 -1.160 -0.472 -0.20
Cl -1.959 -0.919 -0.432 0.70
```

- frontier orbital gap (eV) = 9.85
- LUMO (eV) = 0.486

***

A cluster of 2 separate species, C5H13NO in total in a non-equilibrium geometry. Source: the OMol25 dataset; level of theory: ωB97M-V/def2-TZVPD.

XYZ file:
```
20
Properties=species:S:1:pos:R:3:lowdin_charge:R:1
C -1.687 -0.554 2.815 -0.05
C -0.935 -0.817 1.576 -0.02
C -1.352 -0.257 0.397 -0.06
N -0.886 -0.529 -0.840 0.08
C -0.885 0.414 -1.916 -0.22
C 0.475 1.099 -2.110 -0.05
H -2.255 0.374 2.692 0.09
H -2.395 -1.362 2.963 0.11
H -1.026 -0.339 3.681 0.11
H -0.132 -1.559 1.514 0.14
H -2.285 0.322 0.286 0.16
H -0.139 -1.220 -0.834 0.17
H -1.542 1.246 -1.685 0.12
H -1.354 0.050 -2.821 0.13
H 0.923 1.639 -1.305 0.07
H 0.281 1.801 -2.957 0.10
H 1.179 0.342 -2.486 0.09
H 4.666 0.699 -0.405 0.03
H 4.108 0.712 1.010 0.05
O 4.039 0.242 0.156 -0.07
```

- frontier orbital gap (alpha / beta) (eV) = 11.04 / 7.42
- total charge = +1
- multiplicity = 2
- expectation value of S² = 0.77
- LUMO (alpha / beta) (eV) = -3.237 / -6.867

***

The molecule C4H6BrOP in a non-equilibrium geometry. Source: the OMol25 dataset; level of theory: ωB97M-V/def2-TZVPD.

XYZ file:
```
13
Properties=species:S:1:pos:R:3:lowdin_charge:R:1
C 2.416 -0.243 -0.684 -0.01
C 1.392 0.364 -0.141 -0.33
P -0.251 0.027 -0.699 0.31
O -0.344 -1.138 -1.662 -0.39
Br -0.850 2.020 -1.486 0.40
C -1.319 0.138 0.785 -0.34
C -2.262 -0.670 1.215 0.00
H 3.341 0.060 -0.303 0.05
H 2.499 -1.030 -1.399 0.07
H 1.592 1.362 0.271 0.08
H -0.968 1.016 1.227 0.03
H -2.797 -0.249 2.058 0.06
H -2.449 -1.655 0.817 0.07
```

- SMILES = C=CP(=O)(Br)C=C
- frontier orbital gap (eV) = 10.50
- LUMO (eV) = 0.090

***

A cluster of 12 separate species, C32H63N3O9S in total in a non-equilibrium geometry. Source: the OMol25 dataset; level of theory: ωB97M-V/def2-TZVPD.

XYZ file:
```
108
Properties=species:S:1:pos:R:3:lowdin_charge:R:1
C -27.387 -52.633 -4.271 -0.07
C -26.515 -52.113 -5.317 -0.25
N -25.860 -51.745 -6.182 0.18
H -27.056 -53.625 -3.956 0.09
H -28.397 -52.819 -4.643 0.08
H -27.488 -51.965 -3.421 0.05
C -23.084 -50.258 -4.841 -0.07
C -21.783 -49.569 -4.843 -0.29
N -20.747 -49.062 -4.869 0.13
H -23.826 -49.557 -5.219 0.05
H -23.332 -50.599 -3.839 0.06
H -23.077 -51.080 -5.553 0.08
C -29.646 -49.395 -3.142 -0.06
C -29.561 -49.857 -4.524 -0.27
N -29.414 -50.288 -5.579 0.17
H -29.015 -50.104 -2.593 0.08
H -30.666 -49.541 -2.786 0.09
H -29.299 -48.405 -2.867 0.06
C -23.322 -47.294 -9.926 -0.25
S -22.915 -47.683 -8.206 0.82
O -22.927 -49.177 -8.152 -0.56
C -24.534 -47.222 -7.507 -0.25
H -23.534 -46.231 -10.030 0.05
H -24.184 -47.891 -10.217 0.05
H -22.442 -47.595 -10.488 0.05
H -24.631 -46.150 -7.692 0.04
H -24.583 -47.486 -6.461 0.02
H -25.270 -47.742 -8.106 0.03
C -25.925 -51.145 -9.654 -0.03
C -26.764 -49.909 -9.576 -0.52
O -26.977 -49.240 -10.561 0.05
C -27.419 -49.573 -8.271 -0.05
H -25.718 -51.472 -10.667 0.08
H -26.423 -51.950 -9.106 0.08
H -24.975 -50.969 -9.137 0.08
H -26.856 -49.960 -7.425 0.03
H -28.419 -50.016 -8.220 0.08
H -27.603 -48.500 -8.208 0.08
C -26.295 -52.377 -0.579 -0.03
C -25.686 -53.502 -1.362 -0.52
O -26.111 -54.620 -1.251 0.07
C -24.631 -53.161 -2.376 -0.02
H -26.607 -51.603 -1.287 0.06
H -25.496 -51.890 -0.005 0.07
H -27.064 -52.665 0.129 0.08
H -25.109 -52.420 -3.026 0.05
H -24.480 -54.020 -3.037 0.09
H -23.621 -52.869 -2.106 0.09
C -25.542 -47.462 -2.511 -0.01
C -26.191 -48.409 -3.503 -0.47
O -26.134 -49.606 -3.351 0.05
C -26.798 -47.815 -4.758 0.00
H -25.421 -48.059 -1.604 0.06
H -26.202 -46.617 -2.331 0.07
H -24.525 -47.212 -2.822 0.09
H -26.414 -48.416 -5.582 0.06
H -26.461 -46.795 -4.926 0.05
H -27.879 -47.867 -4.723 0.05
C -30.678 -46.037 -6.536 -0.01
C -29.864 -45.109 -5.668 -0.50
O -28.958 -45.499 -4.981 0.06
C -30.201 -43.644 -5.736 -0.02
H -31.730 -45.994 -6.261 0.09
H -30.295 -47.050 -6.399 0.07
H -30.504 -45.772 -7.580 0.09
H -30.422 -43.285 -6.743 0.08
H -29.358 -43.053 -5.374 0.08
H -31.058 -43.394 -5.106 0.09
C -28.436 -43.106 -1.734 -0.02
C -28.170 -43.803 -0.424 -0.50
O -29.009 -43.942 0.420 0.07
C -26.746 -44.283 -0.196 -0.01
H -29.513 -42.910 -1.751 0.08
H -28.152 -43.740 -2.569 0.07
H -27.989 -42.111 -1.736 0.09
H -26.139 -44.049 -1.071 0.07
H -26.744 -45.335 0.076 0.06
H -26.315 -43.662 0.595 0.09
C -27.319 -49.312 0.930 0.00
C -28.129 -48.178 0.376 -0.51
O -28.121 -47.896 -0.787 0.06
C -28.896 -47.342 1.354 -0.02
H -28.035 -50.078 1.249 0.10
H -26.755 -48.974 1.798 0.09
H -26.695 -49.747 0.155 0.05
H -28.266 -46.523 1.712 0.09
H -29.275 -47.891 2.217 0.08
H -29.758 -46.872 0.881 0.09
C -22.970 -48.287 0.993 -0.02
C -22.994 -49.203 -0.203 -0.48
O -23.927 -49.957 -0.432 0.04
C -21.879 -49.077 -1.204 -0.01
H -21.980 -47.865 1.175 0.08
H -23.324 -48.831 1.867 0.09
H -23.601 -47.410 0.826 0.09
H -20.885 -49.286 -0.812 0.09
H -21.885 -48.031 -1.546 0.10
H -22.081 -49.645 -2.106 0.05
C -24.436 -42.064 -5.764 -0.02
C -25.310 -42.919 -4.887 -0.48
O -26.257 -42.476 -4.254 0.05
C -24.923 -44.384 -4.775 -0.02
H -24.256 -42.558 -6.718 0.08
H -23.480 -41.836 -5.285 0.09
H -24.887 -41.085 -5.923 0.08
H -25.415 -44.939 -3.980 0.05
H -23.875 -44.406 -4.451 0.10
H -25.135 -44.837 -5.743 0.07
```

- frontier orbital gap (eV) = 9.23
- LUMO (eV) = 0.221

***

The molecule C20H25NO2. Source: the OMol25 dataset; level of theory: ωB97M-V/def2-TZVPD.

XYZ file:
```
48
Properties=species:S:1:pos:R:3:lowdin_charge:R:1
O -1.354 -2.380 2.098 0.05
C -1.611 -1.956 0.983 -0.41
C -3.008 -2.095 0.410 -0.07
C -3.338 -1.089 -0.688 -0.27
C -3.485 0.338 -0.211 -0.18
C -4.142 1.243 -1.041 -0.04
C -4.281 2.570 -0.681 -0.08
C -3.766 3.017 0.524 -0.09
C -3.118 2.126 1.360 -0.07
C -2.979 0.797 0.997 -0.02
C -2.247 -1.168 -1.762 -0.06
C -0.876 -0.873 -1.203 -0.35
O -0.033 -0.306 -1.900 0.04
C -0.607 -1.317 0.143 -0.09
C 0.649 -1.129 0.704 0.01
N 1.657 -0.560 0.090 0.08
C 2.978 -0.340 0.628 -0.30
C 4.006 -1.054 -0.266 -0.14
C 4.512 -0.218 -1.442 -0.18
C 5.441 0.959 -1.069 -0.20
C 5.755 1.093 0.421 -0.21
C 4.570 1.584 1.262 -0.19
C 3.197 1.173 0.736 -0.15
H -3.074 -3.107 -0.004 0.14
H -3.725 -2.038 1.231 0.13
H -4.290 -1.382 -1.149 0.15
H -4.552 0.900 -1.980 0.11
H -4.794 3.255 -1.339 0.10
H -3.872 4.053 0.810 0.10
H -2.718 2.464 2.305 0.10
H -2.475 0.123 1.671 0.11
H -2.219 -2.179 -2.181 0.14
H -2.442 -0.473 -2.581 0.12
H 0.802 -1.484 1.719 0.15
H 1.445 -0.243 -0.864 0.12
H 3.005 -0.785 1.630 0.15
H 4.847 -1.388 0.340 0.11
H 3.528 -1.953 -0.665 0.12
H 3.652 0.151 -2.005 0.11
H 5.053 -0.894 -2.108 0.11
H 5.009 1.899 -1.417 0.11
H 6.389 0.836 -1.596 0.10
H 6.574 1.808 0.533 0.11
H 6.123 0.141 0.803 0.10
H 4.687 1.230 2.289 0.11
H 4.585 2.676 1.293 0.11
H 3.030 1.620 -0.243 0.11
H 2.434 1.576 1.408 0.12
```

- SMILES = O=C1CC(c2ccccc2)CC(=O)C1=CNC1CCCCCC1
- frontier orbital gap (eV) = 9.10
- LUMO (eV) = 0.653

***

A structure of composition C4H2O2Sc in a non-equilibrium geometry. Source: the OMol25 dataset; level of theory: ωB97M-V/def2-TZVPD.

XYZ file:
```
9
Properties=species:S:1:pos:R:3:lowdin_charge:R:1
O -1.505 -0.454 -0.815 -0.01
H -2.442 -0.285 -0.962 0.11
C -1.267 1.038 0.328 0.07
C -0.636 0.144 1.079 -0.07
C -0.002 -0.856 0.424 0.14
C 1.364 -0.683 0.052 -0.09
O 1.855 0.486 -0.022 -0.07
Sc 0.686 2.145 0.239 1.75
H 1.947 -1.534 -0.325 0.18
```

- frontier orbital gap (alpha / beta) (eV) = 6.33 / 7.93
- total charge = +2
- multiplicity = 2
- expectation value of S² = 1.51
- LUMO (alpha / beta) (eV) = -12.274 / -11.875

***

A cluster of 2 separate species, C28H36N3O2S in total. Source: the OMol25 dataset; level of theory: ωB97M-V/def2-TZVPD.

XYZ file:
```
70
Properties=species:S:1:pos:R:3:lowdin_charge:R:1
N 4.091 -1.584 0.760 0.08
C 4.124 -1.256 1.986 -0.25
C 3.738 0.098 2.534 -0.14
C 2.354 0.510 2.121 -0.23
C 2.088 1.770 1.615 -0.05
C 0.804 2.126 1.218 -0.05
C -0.232 1.218 1.351 -0.28
C 0.020 -0.030 1.907 -0.43
C 1.304 -0.393 2.280 -0.02
S -1.359 -1.112 2.144 1.05
C -2.219 -0.737 0.648 -0.45
C -2.898 -1.725 -0.037 -0.09
C -3.595 -1.410 -1.194 -0.04
C -3.590 -0.119 -1.710 -0.16
C -4.307 0.183 -3.012 -0.15
C -5.343 -0.845 -3.468 -0.18
C -4.717 -1.988 -4.273 -0.27
O -5.431 -3.217 -4.161 -0.07
C -2.895 0.888 -1.022 -0.12
C -2.815 2.288 -1.589 -0.14
C -1.779 2.400 -2.716 -0.18
C -0.389 1.945 -2.273 -0.16
C 0.749 2.546 -3.111 -0.14
N 1.838 1.615 -3.314 -0.14
C 2.766 1.306 -2.350 -0.09
C 3.638 0.377 -2.868 -0.10
C 3.223 0.113 -4.202 -0.11
C 2.112 0.889 -4.442 -0.11
C -2.230 0.576 0.172 -0.21
N -1.550 1.535 0.943 0.09
H 3.755 -0.801 0.190 0.02
H 4.430 -2.015 2.704 0.10
H 3.806 0.054 3.624 0.10
H 4.489 0.808 2.173 0.11
H 2.893 2.490 1.515 0.11
H 0.591 3.110 0.810 0.11
H 1.495 -1.359 2.739 0.11
H -2.891 -2.738 0.345 0.11
H -4.131 -2.211 -1.685 0.09
H -3.538 0.214 -3.795 0.11
H -4.739 1.182 -2.988 0.11
H -5.910 -1.256 -2.631 0.11
H -6.062 -0.331 -4.109 0.11
H -4.731 -1.758 -5.337 0.12
H -3.678 -2.135 -3.960 0.11
H -5.423 -3.488 -3.238 0.07
H -2.550 3.015 -0.824 0.10
H -3.791 2.607 -1.961 0.11
H -2.104 1.826 -3.585 0.10
H -1.743 3.448 -3.035 0.11
H -0.311 0.860 -2.359 0.13
H -0.241 2.176 -1.217 0.08
H 1.165 3.415 -2.599 0.12
H 0.363 2.864 -4.079 0.12
H 2.717 1.758 -1.371 0.11
H 4.474 -0.059 -2.347 0.09
H 3.696 -0.579 -4.879 0.08
H 1.508 0.971 -5.331 0.11
H -1.601 2.463 0.559 0.10
C 3.418 -0.990 6.918 -0.12
C 2.423 -1.836 6.092 -0.71
C 2.387 -3.251 6.711 -0.12
O 2.764 -1.873 4.784 -0.30
H 4.421 -1.419 6.832 0.06
H 3.444 0.033 6.534 0.05
H 3.152 -0.944 7.985 0.05
H 1.412 -1.393 6.302 0.10
H 3.373 -3.715 6.622 0.06
H 1.664 -3.870 6.176 0.05
H 2.104 -3.239 7.775 0.05
```

- frontier orbital gap (eV) = 5.23
- total charge = -1
- LUMO (eV) = 2.077

***

A cluster of 2 separate species, CH4BrOP in total. Source: the OMol25 dataset; level of theory: ωB97M-V/def2-TZVPD.

XYZ file:
```
8
Properties=species:S:1:pos:R:3:lowdin_charge:R:1
C -0.407 0.080 1.532 -0.74
O -1.316 -0.778 1.058 -0.09
P 1.368 1.137 -0.892 0.58
Br -1.018 1.744 2.215 0.62
H 0.381 -0.377 2.111 0.04
H -2.060 -0.315 0.647 0.09
H 1.721 -0.188 -1.150 -0.25
H 0.273 1.026 -1.755 -0.25
```

- frontier orbital gap (alpha / beta) (eV) = 7.13 / 8.70
- LUMO (alpha / beta) (eV) = -0.877 / 0.185